# 1
This record from the OMol25 dataset describes an isolated molecule of C5H8O2. The level of theory is ωB97M-V/def2-TZVPD.

Element x y z (Å)
C: 0.842 0.098 1.532
C: 1.123 -0.120 0.078
O: 2.440 0.128 -0.180
C: 0.266 -0.473 -0.886
C: -1.235 -0.612 -0.768
C: -1.818 0.735 -0.402
O: -2.425 1.455 -1.155
H: 1.603 -0.413 2.129
H: 0.919 1.167 1.757
H: -0.146 -0.259 1.833
H: 2.563 0.167 -1.138
H: 0.665 -0.575 -1.894
H: -1.605 1.052 0.642
H: -1.657 -0.926 -1.727
H: -1.531 -1.350 -0.012

Forces on the atoms, in the same order (eV/Å):
-0.02 -0.02 0.03
-0.35 -0.02 -0.02
0.09 0.01 -0.21
0.20 0.11 0.01
-0.11 -0.07 0.00
-0.13 0.15 -0.15
0.18 -0.29 0.25
-0.09 0.02 -0.07
-0.04 -0.14 0.01
0.15 0.02 -0.10
0.08 -0.07 0.15
-0.03 0.05 0.09
-0.07 0.09 -0.14
0.07 0.06 0.17
0.08 0.09 -0.01

As for the charge: 0. The calculation puts the energy relative to the best compared isomer or geometry (same formula, charge and spin) at 25.9 kcal per mole. As for the structure (SMILES): C/C(O)=C\CC=O. As for the HOMO-LUMO gap: 9.6 eV.

---

# 2
This record from the OMol25 dataset describes a structure of composition C3H4N2S2 at a distorted geometry. The level of theory is ωB97M-V/def2-TZVPD.

Element x y z (Å)
C: -0.652 0.240 1.342
C: -0.728 0.271 0.020
C: 1.140 -1.245 -1.314
N: -0.787 1.366 2.083
N: -0.977 2.425 1.472
S: -1.072 2.505 -0.120
S: -0.668 -0.881 -1.245
H: -0.437 -0.569 1.884
H: 1.223 -2.253 -1.784
H: 1.377 -1.191 -0.219
H: 1.581 -0.667 -2.119

Forces on the atoms, in the same order (eV/Å):
-0.38 1.91 -2.76
-0.57 2.69 -0.97
-1.21 -1.02 -0.03
0.26 0.28 1.96
-0.50 2.01 0.46
0.64 -3.83 -0.67
-0.02 0.06 -0.19
0.57 -3.29 1.87
-0.21 0.26 1.07
0.90 0.00 -1.58
0.52 0.93 0.85

As for the charge: 0. The calculation puts the energy relative to the best compared isomer or geometry (same formula, charge and spin) at 87.5 kcal per mole. As for the HOMO-LUMO gap: 8.5 eV.

---

# 3
This record from the OMol25 dataset describes a cluster of 8 separate species, C41H64N2O23 in total at a distorted geometry. The level of theory is ωB97M-V/def2-TZVPD.

Element x y z (Å)
C: -3.640 -5.109 3.601
C: -3.833 -3.683 3.073
O: -2.647 -2.949 3.316
C: -2.421 -1.933 2.346
C: -1.846 -2.504 1.056
O: -0.447 -2.279 0.977
C: 0.065 -2.861 -0.236
C: 0.393 -4.359 0.069
C: 1.872 -4.505 -0.052
N: 2.997 -4.684 -0.161
C: -0.226 -5.408 -0.911
C: 0.139 -6.748 -0.390
N: 0.222 -7.749 0.160
C: -1.745 -5.267 -1.200
C: -1.989 -5.551 -2.713
C: -2.631 -6.207 -0.353
C: -4.111 -6.157 -0.805
H: -4.316 -5.790 3.073
H: -2.629 -5.467 3.391
H: -3.850 -5.178 4.669
H: -4.710 -3.204 3.527
H: -4.057 -3.767 1.998
H: -1.803 -1.137 2.764
H: -3.395 -1.477 2.110
H: -2.028 -3.593 1.060
H: -2.344 -2.130 0.148
H: -0.627 -2.716 -1.071
H: 0.980 -2.310 -0.458
H: 0.179 -4.632 1.103
H: 0.299 -5.293 -1.864
H: -2.115 -4.255 -1.030
H: -2.910 -5.029 -2.989
H: -1.210 -5.112 -3.345
H: -2.083 -6.620 -2.913
H: -2.610 -5.824 0.676
H: -2.321 -7.250 -0.409
H: -4.488 -5.137 -0.919
H: -4.750 -6.693 -0.098
H: -4.207 -6.690 -1.755
C: 3.400 2.333 -1.740
C: 2.031 2.234 -1.124
C: 1.879 1.122 -0.118
O: 0.480 0.803 -0.228
C: 0.089 1.144 -1.472
O: -0.963 0.834 -1.943
O: 1.033 1.873 -2.103
H: 4.158 2.426 -0.971
H: 3.616 1.457 -2.357
H: 3.463 3.203 -2.394
H: 1.741 3.195 -0.691
H: 2.124 1.431 0.895
H: 2.461 0.232 -0.372
C: -3.914 0.291 -5.839
C: -4.345 -0.171 -4.469
C: -3.223 -0.293 -3.468
O: -3.704 -1.331 -2.600
C: -4.550 -2.104 -3.320
O: -4.967 -3.156 -2.955
O: -4.847 -1.522 -4.506
H: -3.375 1.236 -5.781
H: -3.277 -0.453 -6.318
H: -4.781 0.428 -6.486
H: -5.144 0.470 -4.085
H: -3.046 0.619 -2.910
H: -2.283 -0.622 -3.916
C: 5.595 6.833 -1.674
C: 5.094 6.341 -0.342
C: 6.165 6.195 0.709
O: 5.644 5.142 1.532
C: 4.836 4.384 0.759
O: 4.394 3.326 1.085
O: 4.596 4.988 -0.433
H: 6.126 7.773 -1.556
H: 6.255 6.098 -2.140
H: 4.762 6.991 -2.361
H: 4.278 6.974 0.013
H: 6.309 7.100 1.294
H: 7.125 5.874 0.297
C: 0.900 -3.800 3.494
C: 1.216 -3.805 4.967
C: 0.118 -3.236 5.832
O: 0.853 -2.720 6.953
C: 2.106 -2.421 6.514
O: 2.904 -1.803 7.138
O: 2.312 -2.925 5.274
H: -0.041 -4.317 3.295
H: 0.831 -2.782 3.114
H: 1.696 -4.293 2.933
H: 1.495 -4.811 5.296
H: -0.598 -3.988 6.159
H: -0.419 -2.414 5.355
C: 9.970 10.801 -2.103
C: 8.528 10.676 -2.530
C: 7.737 11.960 -2.461
O: 6.407 11.486 -2.214
C: 6.511 10.292 -1.587
O: 5.606 9.714 -1.076
O: 7.788 9.838 -1.623
H: 10.479 11.572 -2.682
H: 10.039 11.046 -1.043
H: 10.496 9.857 -2.249
H: 8.463 10.228 -3.525
H: 7.773 12.531 -3.385
H: 8.039 12.601 -1.629
C: -0.188 -4.619 9.233
C: -1.581 -4.692 9.808
C: -1.796 -5.798 10.812
O: -3.189 -6.091 10.651
C: -3.534 -5.749 9.383
O: -4.561 -6.035 8.863
O: -2.539 -5.037 8.793
H: 0.559 -4.536 10.023
H: 0.026 -5.507 8.634
H: -0.091 -3.757 8.575
H: -1.869 -3.723 10.225
H: -1.587 -5.490 11.834
H: -1.221 -6.698 10.581
C: -6.436 5.311 -8.357
C: -5.844 3.977 -7.973
C: -4.371 4.016 -7.639
O: -3.940 2.700 -7.999
C: -4.783 2.247 -8.966
O: -4.599 1.272 -9.614
O: -5.861 3.064 -9.081
H: -6.259 6.053 -7.577
H: -6.006 5.668 -9.293
H: -7.511 5.222 -8.510
H: -6.419 3.526 -7.159
H: -4.182 4.203 -6.583
H: -3.817 4.743 -8.237

Forces on the atoms, in the same order (eV/Å):
-0.37 0.09 -0.11
-0.03 -0.95 -0.16
0.35 0.40 0.03
-0.94 -0.04 -0.33
0.09 -0.39 0.06
-0.16 0.10 -1.05
-0.04 0.08 1.51
1.09 0.01 -1.04
-0.92 -0.27 0.30
0.47 0.10 -0.08
0.40 0.18 0.12
-0.86 0.72 -0.06
0.40 -0.44 0.02
-0.31 -1.28 -0.90
-0.21 0.70 0.45
-0.96 0.97 -0.06
0.36 -0.32 0.01
-0.05 0.11 0.18
-0.01 0.17 0.08
0.18 -0.03 -0.06
0.19 0.08 0.08
0.25 0.24 0.03
0.22 -0.28 0.03
0.16 0.08 0.01
-0.08 0.14 0.12
0.09 0.29 0.21
-0.04 -0.16 0.08
-0.03 -0.12 -0.03
-0.42 0.32 -0.05
0.00 0.08 0.09
0.42 0.06 0.15
-0.05 -0.39 -0.12
0.05 -0.18 0.11
0.08 0.08 -0.08
0.27 -0.49 0.09
0.33 0.16 0.21
0.05 -0.07 -0.06
0.12 0.13 0.05
-0.15 0.26 -0.01
-0.04 -0.02 -0.68
0.61 0.04 -0.01
-0.01 0.02 0.35
0.14 0.00 -0.16
0.00 0.01 0.10
0.00 0.03 -0.11
-0.27 -0.09 0.17
-0.06 -0.02 0.07
-0.09 -0.10 0.13
0.02 0.03 0.07
-0.06 -0.05 0.04
-0.15 -0.03 0.02
0.03 0.05 -0.09
-0.27 -0.26 -0.17
0.27 0.18 -0.39
-0.05 0.22 0.11
-0.01 -0.08 -0.09
0.01 0.02 -0.05
-0.03 -0.14 0.04
-0.02 -0.03 0.30
-0.01 0.00 0.06
0.09 0.03 0.10
0.03 0.05 0.00
0.00 -0.06 0.08
0.02 -0.11 0.14
-0.03 0.03 -0.08
-0.05 -0.45 -0.45
0.23 0.34 -0.45
0.06 0.15 0.20
-0.01 -0.08 -0.14
-0.03 0.07 0.01
-0.05 0.05 0.02
0.01 -0.10 0.47
-0.09 -0.22 0.06
0.03 -0.05 0.17
0.00 0.09 0.05
0.02 -0.04 0.08
-0.06 -0.10 0.12
-0.05 -0.01 -0.09
0.48 0.08 -0.19
-0.27 -0.11 -0.44
-0.20 -0.10 0.15
0.16 0.15 -0.32
0.09 0.02 -0.05
0.01 0.01 0.05
-0.09 0.00 0.29
-0.04 0.04 0.14
-0.17 0.01 0.09
-0.02 -0.06 0.05
-0.01 0.04 0.09
0.03 0.06 0.14
0.04 -0.04 -0.09
0.04 -0.33 0.21
0.52 0.15 0.04
-0.07 0.15 -0.17
0.09 -0.10 0.10
-0.07 0.11 0.04
0.01 0.34 0.10
-0.23 0.05 -0.09
-0.05 0.00 -0.04
-0.07 0.13 -0.04
0.01 0.04 -0.06
-0.09 0.02 0.01
-0.18 -0.03 0.00
0.07 -0.07 0.02
-0.16 0.09 -0.37
0.54 -0.02 -0.05
-0.07 -0.01 0.23
0.08 0.02 -0.14
-0.04 0.01 -0.05
-0.03 0.00 -0.02
-0.16 -0.05 0.18
-0.05 0.02 0.03
-0.02 -0.09 0.15
0.04 -0.07 0.24
-0.07 -0.04 0.04
-0.17 -0.04 0.02
0.05 0.06 -0.08
-0.23 -0.10 -0.27
-0.15 0.48 -0.04
0.15 -0.04 0.23
-0.13 0.16 -0.13
-0.03 -0.08 -0.09
0.01 -0.04 0.01
0.18 -0.14 0.14
0.02 -0.04 0.03
0.13 0.00 0.07
0.01 0.02 0.06
0.07 -0.05 0.01
0.08 -0.15 -0.01
-0.10 0.03 -0.04

As for the charge: 0. As for the structure (SMILES): CCOCCOC[C@H](C#N)[C@@H](C#N)[C@@H](C)CC.C[C@@H]1COC(=O)O1.C[C@@H]1COC(=O)O1.C[C@@H]1COC(=O)O1.C[C@@H]1COC(=O)O1.C[C@@H]1COC(=O)O1.C[C@@H]1COC(=O)O1.C[C@@H]1COC(=O)O1. As for the HOMO-LUMO gap: 10.2 eV.

---

# 4
This record from the OMol25 dataset describes a structure of composition C31H26ClInO4PS at a distorted geometry. The level of theory is ωB97M-V/def2-TZVPD.

Element x y z (Å)
C: 5.555 7.238 3.086
C: 5.935 6.059 2.133
C: 5.332 4.725 2.660
Cl: 6.610 3.431 2.424
In: 3.449 4.319 1.456
P: 1.413 5.625 2.357
S: 0.198 6.136 0.867
H: 5.595 6.847 4.109
H: 4.536 7.591 2.892
H: 6.247 8.076 2.944
H: 7.022 5.994 2.002
H: 5.508 6.304 1.151
H: 5.132 4.778 3.736
H: 3.773 5.022 -0.175
H: 3.101 2.589 1.213
H: 0.745 4.848 3.348
H: 1.870 6.863 2.918
C: -0.513 -3.230 -3.854
C: -0.629 -1.936 -4.355
C: 0.229 -0.940 -3.915
C: 1.202 -1.230 -2.962
C: 1.303 -2.521 -2.443
C: 0.450 -3.522 -2.900
C: 2.303 -2.840 -1.391
O: 2.392 -3.969 -0.946
C: 3.178 -1.753 -0.893
C: 4.081 -2.017 0.132
C: 4.913 -1.011 0.600
C: 4.853 0.262 0.042
C: 3.952 0.534 -0.977
C: 3.107 -0.469 -1.443
C: 2.125 -0.157 -2.509
O: 2.067 0.950 -3.003
H: -1.178 -4.009 -4.204
H: -1.390 -1.706 -5.091
H: 0.142 0.064 -4.308
H: 0.536 -4.526 -2.507
H: 4.131 -3.006 0.567
H: 5.610 -1.217 1.402
H: 5.505 1.046 0.406
H: 3.906 1.526 -1.403
C: -2.143 -0.443 0.962
C: -1.870 -0.888 -0.327
C: -2.780 -1.694 -0.993
C: -3.965 -2.069 -0.367
C: -4.229 -1.641 0.936
C: -3.319 -0.818 1.594
C: -5.465 -2.069 1.636
O: -5.702 -1.697 2.769
C: -6.407 -2.972 0.927
C: -7.544 -3.429 1.588
C: -8.438 -4.262 0.932
C: -8.205 -4.636 -0.388
C: -7.072 -4.188 -1.048
C: -6.165 -3.362 -0.390
C: -4.938 -2.917 -1.098
O: -4.735 -3.247 -2.251
H: -1.435 0.195 1.476
H: -0.946 -0.603 -0.815
H: -2.565 -2.032 -1.997
H: -3.528 -0.476 2.598
H: -7.728 -3.137 2.612
H: -9.319 -4.620 1.450
H: -8.907 -5.281 -0.901
H: -6.889 -4.482 -2.073

Forces on the atoms, in the same order (eV/Å):
0.21 -0.77 -0.43
-0.71 0.47 0.50
-0.09 0.55 -0.68
-0.35 -0.10 0.12
0.52 -0.45 -0.73
0.45 0.09 -0.86
-0.36 -0.07 -0.04
0.12 0.47 -0.01
0.15 -0.08 0.06
-0.17 -0.07 0.20
-0.16 -0.03 0.25
0.29 -0.21 0.04
0.39 -0.10 -0.18
-0.09 -0.03 0.56
-0.09 0.29 0.33
0.17 0.65 0.26
-0.29 -0.68 0.61
0.08 0.06 0.04
0.11 0.00 0.09
-0.16 -0.10 -0.10
-0.17 -0.23 -0.03
-0.16 0.06 -0.16
-0.17 0.00 -0.13
0.16 -0.46 0.32
-0.05 0.08 -0.09
0.04 0.09 0.05
0.12 0.09 0.09
-0.09 0.01 -0.14
0.02 -0.07 -0.03
0.11 0.01 0.04
0.14 -0.05 0.15
0.09 0.63 -0.13
-0.03 -0.15 -0.03
-0.01 0.01 0.01
0.01 0.00 0.01
0.13 0.04 0.09
0.10 0.06 0.10
-0.10 -0.04 -0.10
-0.01 0.01 0.00
-0.07 0.03 0.03
-0.14 -0.02 -0.02
-0.06 -0.06 -0.01
-0.07 -0.03 0.04
0.15 0.09 0.00
0.08 0.07 0.12
0.12 0.03 -0.09
0.15 0.04 -0.07
0.02 0.26 0.53
-0.02 -0.07 -0.11
-0.14 -0.16 -0.13
-0.16 -0.12 -0.05
0.11 0.06 -0.04
0.09 0.07 0.03
-0.17 -0.09 0.06
-0.18 -0.06 0.12
0.23 -0.08 -0.55
-0.06 -0.01 0.12
-0.01 0.01 -0.02
-0.02 0.01 -0.01
-0.12 -0.05 0.00
-0.11 -0.08 -0.01
0.12 0.10 -0.01
0.00 0.01 0.00
0.01 0.00 0.00
0.13 0.08 0.01

As for the charge: -1. As for the HOMO-LUMO gap: 4.7 eV.

---

# 5
This record from the OMol25 dataset describes an isolated molecule of C4H9BO at a distorted geometry. The level of theory is ωB97M-V/def2-TZVPD.

Element x y z (Å)
B: 0.709 0.074 0.286
C: 1.034 -0.691 -1.005
C: -1.981 -0.132 -1.141
C: -1.809 0.232 0.263
C: 1.943 0.418 1.265
O: -0.471 0.489 0.744
H: 0.978 -0.241 -1.981
H: 1.445 -1.686 -1.005
H: -1.749 0.582 -1.910
H: -2.280 -1.121 -1.425
H: -2.328 1.181 0.474
H: -2.210 -0.546 0.922
H: 2.804 0.794 0.723
H: 2.249 -0.497 1.768
H: 1.665 1.144 2.021

Forces on the atoms, in the same order (eV/Å):
1.55 -0.08 0.46
-0.85 0.00 -0.23
0.74 -0.15 -0.20
-0.05 0.24 0.72
-0.57 -0.02 -0.45
-1.00 0.40 0.21
-0.01 0.13 -0.28
0.17 -0.23 0.05
-0.01 0.15 -0.22
-0.15 -0.23 -0.12
-0.02 -0.31 -0.01
-0.04 0.18 -0.11
0.20 -0.01 -0.09
0.12 -0.18 0.09
-0.09 0.11 0.19

As for the charge: 0. The calculation puts the energy relative to the best compared isomer or geometry (same formula, charge and spin) at 72.8 kcal per mole. As for the HOMO-LUMO gap (spin up / spin down): 9.0 / 8.3 eV.

---

- Which formula does entry 2 have?
  C3H4N2S2

---

- What is the charge in the fifth record?
  0